(1)
{"formula": "C19H32BaIN2Si", "method": "wB97M-V/def2-TZVPD", "homo_energy_ev": -3.49, "de_lowest_kj_mol": 163.2, "total_energy_ev": -39879.606, "fmax_ev_per_a": 7.40, "total_charge": -1, "species": ["Ba", "C", "C", "C", "C", "C", "C", "C", "C", "C", "C", "H", "H", "H", "H", "H", "H", "H", "H", "H", "H", "H", "H", "H", "H", "H", "I", "C", "Si", "C", "C", "N", "C", "C", "C", "C", "C", "C", "H", "H", "H", "H", "H", "H", "H", "H", "H", "H", "H", "H", "H", "H", "N", "H", "H", "H"], "xyz": [[0.662, -0.817, 0.524], [-0.471, -1.395, 2.752], [0.730, -2.139, 2.762], [1.804, -1.224, 2.793], [1.270, 0.084, 2.793], [-0.136, -0.023, 2.771], [-1.152, 1.086, 2.693], [2.087, 1.348, 2.826], [3.262, -1.581, 2.868], [0.869, -3.637, 2.779], [-1.883, -1.910, 2.718], [-1.823, 0.981, 1.831], [-0.683, 2.067, 2.616], [-1.783, 1.097, 3.585], [2.929, 1.325, 2.129], [2.501, 1.510, 3.825], [1.490, 2.226, 2.580], [3.761, -1.602, 1.893], [3.386, -2.570, 3.313], [3.800, -0.867, 3.494], [1.497, -4.011, 1.966], [-0.100, -4.128, 2.692], [1.319, -3.975, 3.716], [-2.455, -1.533, 1.862], [-2.425, -1.602, 3.616], [-1.920, -2.998, 2.676], [2.703, -1.640, -1.703], [-2.978, 0.012, -0.920], [-1.889, 0.540, -2.376], [-1.709, -1.017, -3.420], [-2.996, 1.679, -3.395], [-0.419, 1.049, -1.758], [0.379, 2.088, -2.100], [0.103, 3.050, -3.115], [0.947, 4.118, -3.374], [2.129, 4.304, -2.661], [2.447, 3.362, -1.685], [1.608, 2.295, -1.425], [-3.940, -0.391, -1.259], [-3.178, 0.856, -0.251], [-2.485, -0.776, -0.334], [-2.669, -1.349, -3.833], [-1.309, -1.822, -2.799], [-1.010, -0.856, -4.245], [-3.984, 1.223, -3.514], [-2.588, 1.857, -4.394], [-3.127, 2.654, -2.913], [-0.803, 2.943, -3.701], [0.678, 4.820, -4.158], [2.782, 5.145, -2.861], [3.374, 3.454, -1.127], [1.886, 1.566, -0.681], [-0.177, -3.544, -1.319], [0.232, -3.073, -2.120], [-1.029, -4.010, -1.604], [0.490, -4.249, -1.027]], "mulliken_charge": [0.975, 0.630, 0.188, 0.827, 0.167, 0.657, -1.306, -1.699, -1.399, -1.855, -1.437, 0.050, 0.403, 0.319, 0.313, 0.329, 0.385, 0.147, 0.420, 0.380, 0.265, 0.397, 0.334, 0.137, 0.319, 0.363, -0.714, -0.465, -0.231, -0.474, -1.220, 0.511, 0.328, 0.001, -0.665, -0.454, -0.659, -0.140, 0.385, 0.246, -0.286, 0.328, -0.213, 0.298, 0.356, 0.351, 0.337, 0.139, 0.337, 0.347, 0.333, -0.113, -0.559, 0.178, 0.193, 0.217]}


(2)
{"formula": "C19H32Br10O9", "method": "wB97M-V/def2-TZVPD", "homo_energy_ev": -9.99, "smiles": "O=C1OCCO1.O=C1OCCO1.O=C1OCCO1.BrCCBr.BrCCBr.BrCCBr.BrCCBr.BrCCBr", "total_energy_ev": -739073.843, "fmax_ev_per_a": 3.43, "species": ["O", "C", "O", "C", "C", "O", "H", "H", "H", "H", "O", "C", "O", "C", "C", "O", "H", "H", "H", "H", "O", "C", "O", "C", "C", "O", "H", "H", "H", "H", "Br", "C", "C", "Br", "H", "H", "H", "H", "Br", "C", "C", "Br", "H", "H", "H", "H", "Br", "C", "C", "Br", "H", "H", "H", "H", "Br", "C", "C", "Br", "H", "H", "H", "H", "Br", "C", "C", "Br", "H", "H", "H", "H"], "xyz": [[-1.004, -2.533, -0.102], [-0.265, -2.866, 0.736], [-0.609, -3.568, 1.862], [0.658, -3.897, 2.522], [1.717, -2.999, 1.979], [1.003, -2.464, 0.839], [0.494, -3.826, 3.590], [0.850, -4.951, 2.274], [2.623, -3.465, 1.586], [1.981, -2.096, 2.530], [4.401, 3.389, -0.924], [3.891, 3.932, -0.015], [4.596, 4.190, 1.153], [3.642, 4.783, 2.094], [2.512, 5.177, 1.269], [2.671, 4.333, 0.066], [3.409, 4.150, 2.961], [4.113, 5.645, 2.568], [2.484, 6.217, 0.922], [1.534, 4.941, 1.735], [-1.514, -1.971, 5.900], [-2.203, -1.852, 4.971], [-2.280, -0.850, 4.019], [-3.510, -0.892, 3.294], [-4.001, -2.388, 3.607], [-3.082, -2.831, 4.650], [-4.132, -0.017, 3.575], [-3.373, -0.878, 2.185], [-3.863, -3.050, 2.741], [-5.038, -2.392, 3.922], [-5.454, -5.233, -1.455], [-4.653, -3.548, -1.744], [-4.261, -2.824, -0.548], [-5.750, -2.454, 0.596], [-5.382, -3.099, -2.354], [-3.726, -3.750, -2.303], [-3.849, -1.838, -0.761], [-3.612, -3.411, 0.027], [5.320, 0.543, -0.378], [5.586, -1.400, -0.467], [6.879, -1.780, 0.155], [7.176, -3.632, -0.315], [5.512, -1.520, -1.546], [4.722, -1.778, 0.032], [6.752, -1.817, 1.179], [7.694, -1.065, -0.060], [-5.011, 5.186, -2.875], [-4.821, 3.498, -3.799], [-5.437, 2.419, -2.927], [-5.117, 0.698, -3.696], [-3.751, 3.301, -3.827], [-5.297, 3.546, -4.758], [-6.472, 2.476, -2.675], [-5.020, 2.384, -1.946], [4.097, 3.041, -5.663], [3.382, 2.198, -4.096], [2.855, 0.793, -4.540], [2.242, -0.417, -3.062], [2.629, 2.910, -3.718], [4.201, 2.251, -3.444], [3.740, 0.355, -5.038], [2.001, 0.922, -5.251], [1.221, 0.782, 1.697], [-0.556, 0.647, 1.112], [-0.586, 0.872, -0.415], [-2.561, 0.797, -0.893], [-1.161, 1.390, 1.634], [-0.860, -0.367, 1.309], [-0.125, 0.048, -0.973], [-0.251, 1.906, -0.723]], "mulliken_charge": [-0.427, 0.615, -0.399, -0.426, -0.199, -0.203, 0.317, 0.262, 0.223, 0.247, -0.463, 0.597, -0.334, -0.270, -0.216, -0.336, 0.242, 0.272, 0.263, 0.230, -0.502, 0.644, -0.362, 0.230, -0.276, -0.385, 0.299, -0.141, 0.214, 0.272, -0.140, -0.695, -0.032, -0.120, 0.376, 0.382, -0.014, 0.276, -0.107, -0.361, -0.494, -0.176, 0.335, 0.064, 0.367, 0.400, -0.172, -0.482, -0.648, -0.131, 0.324, 0.383, 0.448, 0.273, -0.132, -0.513, -0.465, -0.170, 0.310, 0.279, 0.344, 0.346, -0.172, 0.057, -0.374, -0.189, 0.495, -0.490, 0.191, 0.436]}


(3)
{"formula": "C19H32BrN3O9", "method": "wB97M-V/def2-TZVPD", "homo_energy_ev": -9.49, "smiles": "CC(C)=N[C@@H](C#N)[C@H](Br)C#N.CCOC(=O)OC.CCOC(=O)OC.CCOC(=O)OC", "de_lowest_kj_mol": 287.4, "total_energy_ev": -113158.031, "fmax_ev_per_a": 7.09, "species": ["C", "C", "C", "N", "C", "C", "N", "C", "Br", "C", "N", "H", "H", "H", "H", "H", "H", "H", "H", "C", "C", "O", "C", "O", "O", "C", "H", "H", "H", "H", "H", "H", "H", "H", "C", "C", "O", "C", "O", "O", "C", "H", "H", "H", "H", "H", "H", "H", "H", "C", "C", "O", "C", "O", "O", "C", "H", "H", "H", "H", "H", "H", "H", "H"], "xyz": [[-5.825, 0.841, 3.427], [-6.329, 0.693, 1.908], [-5.423, -0.231, 0.917], [-7.396, 1.282, 1.365], [-8.644, 1.034, 2.141], [-9.810, 1.933, 1.443], [-10.689, 2.522, 0.839], [-9.172, -0.487, 2.116], [-8.750, -1.508, 3.799], [-8.738, -1.304, 0.789], [-8.143, -2.048, 0.031], [-5.913, 1.924, 3.838], [-6.373, 0.084, 4.121], [-4.717, 0.488, 3.434], [-4.326, -0.008, 1.197], [-5.621, 0.015, -0.199], [-5.678, -1.358, 1.042], [-8.569, 1.415, 3.236], [-10.333, -0.459, 2.079], [0.559, 2.439, 0.999], [-0.657, 2.188, 1.872], [-0.997, 0.795, 1.887], [-0.235, 0.020, 2.679], [0.683, 0.392, 3.370], [-0.660, -1.252, 2.550], [0.127, -2.197, 3.269], [0.406, 2.026, -0.001], [0.759, 3.510, 0.914], [1.448, 1.955, 1.410], [-1.517, 2.718, 1.456], [-0.508, 2.562, 2.889], [0.226, -1.917, 4.320], [1.111, -2.291, 2.802], [-0.374, -3.165, 3.217], [7.534, 0.896, -0.262], [6.512, 1.447, 0.715], [5.179, 1.132, 0.293], [4.774, -0.126, 0.538], [5.421, -0.989, 1.082], [3.526, -0.264, 0.051], [3.007, -1.588, 0.163], [7.316, 1.235, -1.278], [8.542, 1.216, 0.011], [7.515, -0.196, -0.281], [6.586, 2.537, 0.740], [6.691, 1.088, 1.733], [3.075, -1.957, 1.189], [3.537, -2.254, -0.522], [1.954, -1.563, -0.124], [2.883, 0.629, -3.548], [3.930, -0.422, -3.231], [3.817, -1.541, -4.120], [4.331, -1.361, -5.350], [4.879, -0.362, -5.753], [4.112, -2.482, -6.062], [4.529, -2.392, -7.422], [1.883, 0.186, -3.553], [2.911, 1.436, -2.813], [3.044, 1.061, -4.539], [3.765, -0.803, -2.223], [4.942, -0.006, -3.258], [5.570, -2.071, -7.499], [3.873, -1.707, -7.966], [4.440, -3.384, -7.868]], "mulliken_charge": [-0.782, 0.734, -0.968, -0.563, 0.385, -0.094, -0.449, -0.269, -0.073, 0.239, -0.464, 0.296, 0.157, 0.229, 0.227, 0.304, 0.257, 0.369, 0.469, -1.069, -0.245, -0.340, 0.812, -0.572, -0.320, -0.466, 0.276, 0.404, 0.269, 0.316, 0.322, 0.310, 0.098, 0.236, -1.105, -0.219, -0.315, 0.727, -0.580, -0.235, -0.804, 0.267, 0.378, 0.309, 0.318, 0.323, 0.237, 0.405, 0.262, -1.212, 0.467, -0.379, 0.750, -0.554, -0.346, -0.632, 0.321, 0.312, 0.391, -0.251, 0.320, 0.294, 0.289, 0.227]}


(4)
{"formula": "C19H32FN3O4P", "method": "wB97M-V/def2-TZVPD", "homo_energy_ev": -11.31, "de_lowest_kj_mol": 1105.6, "total_energy_ev": -44872.931, "fmax_ev_per_a": 8.50, "total_charge": 1, "species": ["C", "C", "O", "C", "C", "C", "N", "C", "N", "N", "C", "C", "C", "C", "O", "C", "C", "O", "C", "P", "O", "H", "H", "H", "H", "H", "H", "H", "H", "H", "H", "H", "H", "H", "H", "H", "H", "H", "H", "H", "H", "H", "H", "H", "H", "H", "H", "H", "F", "C", "C", "C", "C", "C", "C", "H", "H", "H", "H", "H"], "xyz": [[7.955, 1.806, 0.718], [6.479, 1.102, 0.501], [5.347, 2.035, 0.798], [4.134, 1.470, 0.151], [3.688, 0.002, 0.754], [2.219, -0.395, 0.060], [2.170, -1.734, -0.709], [0.887, -2.535, -0.400], [0.626, -3.831, -0.769], [-0.018, -1.527, 0.345], [-0.704, -0.910, -0.819], [-0.848, 0.700, -0.899], [-2.453, 1.168, -0.908], [-2.959, 1.865, 0.474], [-1.976, 2.687, 1.187], [-1.451, 3.791, 0.371], [0.097, 4.294, 0.758], [-2.069, 4.387, -0.656], [1.011, -0.788, 1.149], [0.521, 0.478, 2.487], [-1.041, 0.267, 2.784], [8.158, 2.026, 1.851], [8.753, 1.025, 0.340], [8.017, 2.773, 0.034], [6.330, 0.753, -0.629], [6.464, 0.144, 1.204], [3.257, 2.263, 0.313], [4.289, 1.434, -1.029], [4.486, -0.856, 0.556], [3.474, 0.145, 1.907], [1.929, 0.506, -0.667], [3.071, -2.236, -0.538], [-0.048, -4.487, -0.317], [1.131, -4.177, -1.638], [-1.804, -1.370, -0.872], [-0.181, -1.293, -1.822], [-0.206, 1.334, -0.158], [-0.464, 1.018, -1.986], [-2.595, 1.965, -1.785], [-3.185, 0.290, -1.157], [-3.855, 2.597, 0.180], [-3.451, 1.081, 1.225], [0.913, 3.852, 0.045], [0.324, 3.928, 1.869], [0.196, 5.460, 0.764], [1.546, -1.645, 1.788], [1.237, 0.127, 3.718], [0.854, 1.822, 2.081], [-4.791, -0.597, -2.315], [-5.319, -1.657, -1.690], [-5.512, -2.841, -2.394], [-6.057, -3.947, -1.742], [-6.412, -3.854, -0.394], [-6.219, -2.661, 0.303], [-5.664, -1.558, -0.346], [-5.238, -2.891, -3.443], [-6.205, -4.879, -2.282], [-6.841, -4.716, 0.113], [-6.500, -2.589, 1.351], [-5.498, -0.625, 0.183]], "mulliken_charge": [-1.007, -0.158, -0.380, -0.319, -0.305, 0.521, -0.349, 0.182, -0.336, 0.069, -0.344, 0.230, 0.085, -0.414, -0.322, 0.707, -0.745, -0.543, -0.842, 0.529, -0.611, 0.283, 0.313, 0.288, 0.279, 0.184, 0.059, 0.329, 0.265, 0.204, 0.158, 0.339, 0.301, 0.307, 0.190, 0.228, -0.450, 0.287, 0.423, -0.436, 0.355, 0.241, 0.085, 0.262, 0.375, 0.390, 0.168, -0.049, -0.341, 0.363, -0.471, -0.429, -0.439, -0.445, -0.196, 0.424, 0.370, 0.376, 0.368, 0.396]}